(1)
Below is 9 unconnected molecules or ions with the total composition C44H86Cl12N4O4, with properties calculated with ωB97M-V/def2-TZVPD.

The value obtained for the total energy is -7769.94752 a.u. The molecular weight comes out at 1160.6 Da. The charge is -1. The expectation value of S² is 8.77. As for the multiplicity: 6. Its energy above the lowest of the compared OMol25 structures with the same formula, charge and spin is 0.0 kJ/mol. As for the gap between HOMO and LUMO (alpha / beta): 2.076 / 7.802 eV.

Each line ends with the Mulliken charge.
Cartesian coordinates (Å):
C1 -0.31138 -6.10824 -7.37547  -1.7473
C2 -0.48834 -4.59438 -7.45263  1.9093
C3 -1.76086 -4.31199 -8.17315  -1.2866
C4 -3.00706 -4.52014 -7.35625  -0.6857
C5 -2.88994 -3.77945 -6.03595  -1.2467
C6 -1.57214 -4.00763 -5.23806  1.9419
N1 -0.48316 -3.78221 -6.25496  0.3124
O1 0.79577 -3.59296 -5.63361  -0.2880
C7 -1.53620 -2.96055 -4.05393  -1.9606
C8 -1.59654 -5.37946 -4.64670  -1.7991
C9 0.51495 -4.11933 -8.48378  -2.0554
H1 0.50336 -6.50289 -6.76838  0.3485
H2 -0.28185 -6.54213 -8.37495  0.4014
H3 -1.14584 -6.62705 -6.90366  0.3825
H4 -1.69333 -3.25529 -8.43183  0.4330
H5 -1.92373 -4.86316 -9.09932  0.4160
H6 -3.28640 -5.56414 -7.21435  0.3513
H7 -3.84975 -4.15593 -7.94389  0.4282
H8 -3.74098 -4.05700 -5.41402  0.3505
H9 -2.99776 -2.73498 -6.32848  0.4401
H10 -0.76237 -3.19870 -3.32416  0.2669
H11 -1.39376 -1.96434 -4.47271  0.3722
H12 -2.44497 -2.93021 -3.45283  0.4229
H13 -2.09977 -5.49416 -3.68665  0.4284
H14 -2.27292 -5.97438 -5.26045  0.3809
H15 -0.60928 -5.83753 -4.58688  0.2492
H16 0.67556 -3.04193 -8.44486  0.4445
H17 0.26807 -4.29149 -9.53140  0.3854
H18 1.49347 -4.56688 -8.30967  0.4147
C10 6.53393 -1.73062 -0.90476  -1.7901
C11 5.74805 -2.53385 -2.04057  1.6014
C12 6.84066 -3.45706 -2.78114  -1.3706
C13 6.27578 -4.52635 -3.68461  -0.5596
C14 5.28897 -5.38449 -2.94749  -1.3721
C15 4.13226 -4.59799 -2.27394  1.8835
N2 4.68982 -3.43313 -1.47302  0.0944
O2 3.69869 -2.67561 -0.74141  -0.3072
C16 3.10345 -4.07858 -3.45145  -1.7924
C17 3.45124 -5.58113 -1.36122  -1.9537
C18 5.30891 -1.42699 -3.04227  -1.4539
H19 6.76427 -2.42406 -0.09594  0.4639
H20 5.95776 -0.88874 -0.52087  0.3397
H21 7.46031 -1.25254 -1.22315  0.3711
H22 7.57848 -2.79025 -3.22735  0.4517
H23 7.42800 -3.88035 -1.96630  0.4234
H24 7.10868 -5.11943 -4.06227  0.4063
H25 5.84499 -4.10270 -4.59183  0.2948
H26 5.84420 -5.93551 -2.18841  0.4156
H27 4.82498 -6.17497 -3.53736  0.4543
H28 2.89913 -4.92356 -4.10899  0.4313
H29 2.13999 -3.68042 -3.13313  0.5055
H30 3.44202 -3.38407 -4.22030  0.3111
H31 2.90452 -6.30419 -1.96652  0.3711
H32 4.18168 -6.11862 -0.75651  0.4569
H33 2.72245 -5.18555 -0.65377  0.3448
H34 4.73290 -0.63771 -2.55921  0.2183
H35 4.77303 -1.87175 -3.88079  0.3756
H36 6.17883 -0.94461 -3.48798  0.3258
C19 -2.51889 5.34969 5.97692  -2.0427
C20 -1.19077 4.65895 6.33727  1.4471
C21 -1.50109 3.27234 7.10119  -1.0165
C22 -0.30947 2.22564 7.07745  -0.9609
C23 0.28247 2.08516 5.71031  -0.3079
C24 0.79986 3.40933 5.10358  1.2777
N3 -0.27348 4.46709 5.16814  1.1837
O3 0.00663 5.65378 4.34973  -0.5702
C25 2.17784 3.76066 5.72309  -1.9017
C26 1.12190 3.04904 3.63332  -1.3194
C27 -0.46664 5.51349 7.40280  -1.8905
H37 -3.02078 4.95031 5.09561  0.4028
H38 -2.27302 6.37727 5.70911  0.4789
H39 -3.14303 5.44922 6.86497  0.4078
H40 -1.74609 3.37486 8.15834  0.3950
H41 -2.46043 3.02340 6.64754  0.1882
H42 -0.64346 1.24064 7.40353  0.4410
H43 0.42262 2.44410 7.85490  0.4019
H44 -0.50501 1.68729 5.07024  -0.3728
H45 1.14271 1.41591 5.72437  0.5794
H46 2.54836 4.76338 5.51012  0.3688
H47 2.10130 3.83513 6.80785  0.3500
H48 2.83113 2.98837 5.31703  0.4514
H49 1.65343 2.12998 3.38654  0.4432
H50 0.11969 3.01595 3.20602  -0.1677
H51 1.55716 3.95668 3.21519  0.3131
H52 -1.20853 5.72821 8.17195  0.4711
H53 -0.21164 6.49100 6.99347  0.4271
H54 0.41071 5.07708 7.88018  0.3020
C28 -4.22371 6.18494 1.94141  -1.7621
C29 -4.31111 4.62983 2.11719  1.3660
C30 -2.84429 4.09311 2.05696  -0.9271
C31 -2.77220 2.59437 2.28221  1.7767
C32 -3.50092 2.17412 3.52967  0.3971
C33 -4.99136 2.69996 3.54534  2.2327
N4 -5.02766 4.16417 3.32092  0.6958
O4 -6.25175 4.87920 3.64782  -0.5804
C34 -5.81020 1.79175 2.58662  -1.8200
C35 -5.44239 2.50368 5.00254  -1.9647
C36 -4.89229 4.29373 0.75349  -1.3518
H55 -3.70460 6.50746 2.84396  0.3776
H56 -5.24720 6.55645 1.89103  0.4438
H57 -3.68256 6.64853 1.11657  0.3152
H58 -2.27913 4.35432 1.16227  0.5611
H59 -2.32776 4.64467 2.84250  -0.0944
H60 -1.71079 2.36819 2.38399  -1.5774
H61 -3.00451 1.94138 1.44094  -0.2293
H62 -2.97034 2.58990 4.38624  -1.4494
H63 -3.32413 1.11281 3.70425  0.7076
H64 -6.53019 2.36536 2.00293  0.4445
H65 -5.27234 1.21060 1.83758  0.2304
H66 -6.48356 1.13567 3.13821  0.4655
H67 -6.52984 2.57604 4.98453  0.4865
H68 -5.18579 1.53269 5.42612  0.3874
H69 -4.99330 3.25714 5.64961  0.2942
H70 -4.26113 4.55420 -0.09615  -0.0310
H71 -5.89604 4.69670 0.61858  0.4169
H72 -5.01360 3.26518 0.41368  0.2481
Cl1 3.75098 1.05065 -4.78301  -0.2450
C37 2.32193 0.77762 -3.71748  0.0390
C38 1.26218 -0.06948 -4.44431  0.2362
Cl2 0.63449 0.85811 -5.88724  -0.2282
H73 1.84668 1.72373 -3.45840  0.3768
H74 2.62183 0.41975 -2.73255  -0.1398
H75 0.51747 -0.27432 -3.67519  -0.0386
H76 1.68167 -1.03830 -4.71545  0.0471
Cl3 1.29783 -1.83991 4.15906  -0.1604
C39 -0.14408 -1.83625 5.14032  0.1378
C40 0.21928 -2.26251 6.57763  -0.5622
Cl4 1.34954 -1.11593 7.32136  -0.1625
H77 -0.87900 -2.49665 4.68002  0.4480
H78 -0.50417 -0.81082 5.05702  -0.3449
H79 0.63357 -3.26870 6.64122  0.3833
H80 -0.67035 -2.31978 7.20484  0.3275
Cl5 -0.80937 -0.07473 2.21401  -0.1009
C41 0.55527 0.24104 1.07778  0.4019
C42 1.04527 -0.93510 0.23889  -0.6367
Cl6 -0.21528 -1.47770 -0.95243  -0.1072
H81 1.33032 0.64495 1.72913  0.1277
H82 0.32115 1.08316 0.42654  -0.0990
H83 1.40221 -1.75797 0.85824  0.3222
H84 1.96977 -0.70458 -0.29051  0.1089
C43 -2.60514 2.47770 -2.31252  0.0628
Cl7 -0.89566 2.14547 -1.96703  -0.4578
Cl8 -3.04697 4.20190 -2.18405  -0.3935
Cl9 -3.54448 1.54177 -1.11584  -0.3595
H85 -2.77191 2.17676 -3.34679  0.2990
C44 2.68145 4.90959 0.48355  -0.0126
Cl10 3.53373 5.46919 -0.97616  -0.1501
Cl11 3.91720 4.59916 1.79481  -0.1913
Cl12 2.02962 3.40193 0.07179  -0.0409
H86 1.98334 5.64294 0.88718  0.3219

(2)
Below is 2 unconnected molecules or ions with the total composition C3H9OPS2, with properties calculated with ωB97M-V/def2-TZVPD.

The value obtained for the total energy is -1332.56052 a.u. The molecular weight comes out at 156.2 Da. The charge is 0. Its energy above the lowest of the compared OMol25 structures with the same formula, charge and spin is 493.2 kJ/mol. As for the gap between HOMO and LUMO (alpha / beta): 7.144 / 5.619 eV.

Each line ends with the Mulliken charge.
Cartesian coordinates (Å):
C1 -1.27523 -0.57161 -1.83725  -1.2701
C2 1.18171 1.83524 2.26465  -0.7083
C3 -0.81453 -0.35298 -0.40762  -0.2604
O1 0.84137 0.70322 1.41768  -0.2854
P1 0.64488 0.86825 -0.23390  0.3030
S1 -0.13435 2.67105 -0.69039  -0.3378
S2 0.47916 -3.81308 -0.62528  -0.1725
H1 -1.84367 -1.38630 -1.79557  0.4296
H2 -1.85516 0.31707 -2.07340  0.3608
H3 -0.44099 -0.86058 -2.35975  0.4207
H4 1.13155 2.88626 1.90403  0.2985
H5 2.16667 1.58472 2.49784  0.3024
H6 0.75258 1.60899 3.19423  0.2832
H7 -0.37921 -1.15058 0.17443  0.1662
H8 -1.74361 0.05631 0.13117  0.2974
H9 1.28883 -4.39598 -1.56087  0.1727